Model w:
Density functional theory data (the ωB97M-V functional and the def2-TZVPD basis) for a 3-piece molecular cluster, C4H14N2O2 overall.

Cartesian coordinates (Å):
N1 0.88180 -1.95257 -0.66425
C1 -1.68026 0.58745 0.15948
C2 -2.38951 -0.66450 -0.14821
O1 -1.47742 -1.59693 -0.80688
C3 -0.69573 0.58518 1.22910
N2 0.70081 0.90657 0.78325
C4 0.86095 2.04540 -0.08304
H1 1.02153 -2.76781 -1.23809
H2 0.46219 -2.20455 0.22022
H3 -2.16785 1.54979 -0.01773
H4 -3.24770 -0.50138 -0.79196
H5 -2.68288 -1.24828 0.74033
H6 -0.63537 -1.17115 -1.04480
H7 -0.86812 1.22974 2.09050
H8 -0.57460 -0.45942 1.55339
H9 1.34185 0.20397 0.37239
H10 0.63229 2.98110 0.47122
H11 1.90615 2.21121 -0.37300
H12 0.32039 2.04203 -1.05150
H13 3.69833 -0.22800 -0.59497
H14 1.77498 -1.37288 -0.55682
O2 2.81819 -0.17498 -0.24863

Values from the calculation:
frontier orbital gap: 4.07 eV
charge: 0
HOMO: -7.7 eV

=====

Model x:
Density functional theory data (the ωB97M-V functional and the def2-TZVPD basis) for a 2-piece molecular cluster, C4H14N2O2 overall.

Cartesian coordinates (Å):
N1 0.82054 -1.80909 -0.98825
C1 0.54071 -0.45771 -0.46495
C2 -0.93911 -0.17565 -0.41503
N2 -1.53688 -0.12729 -1.74987
C3 -1.21874 1.14691 0.28327
C4 -2.63042 1.23403 0.82905
O1 -2.93241 0.14526 1.73016
H1 1.82555 -1.91185 -1.08919
H2 0.49253 -2.50927 -0.33169
H3 1.02799 -0.31938 0.51527
H4 1.05734 0.25481 -1.11921
H5 -1.44604 -0.98828 0.10822
H6 -1.54015 -1.04649 -2.17355
H7 -0.98290 0.45660 -2.37338
H8 -1.09120 1.98449 -0.40899
H9 -0.48763 1.34335 1.07162
H10 -2.79428 2.15883 1.37175
H11 -3.33893 1.10987 0.01930
H12 -2.54577 0.36475 2.58341
O2 5.87055 -0.22857 0.47493
H13 6.00191 -1.05547 0.95055
H14 5.84734 0.43016 1.17657

Values from the calculation:
structure (SMILES): NC[C@H](N)CCO.O
frontier orbital gap: 9.78 eV
charge: 0
HOMO: -9.1 eV

=====

Model y:
Density functional theory data (the ωB97M-V functional and the def2-TZVPD basis) for a 2-piece molecular cluster, C4H14N2O2 overall.

Cartesian coordinates (Å):
C1 -1.43856 0.30915 0.09551
C2 0.04135 0.47578 -0.19942
C3 0.50534 -0.08759 -1.55871
O1 -0.31223 0.31467 -2.64724
N1 0.89417 -0.04921 0.85005
C4 1.42352 0.82035 1.85783
N2 1.83357 0.01765 2.99330
H1 -1.59424 0.59247 1.14130
H2 -1.74717 -0.72660 -0.01476
H3 -2.03674 0.93340 -0.55427
H4 0.29054 1.54256 -0.25816
H5 1.48169 0.36255 -1.73737
H6 0.60319 -1.18215 -1.51359
H7 -1.23594 0.10960 -2.45331
H8 0.68048 -0.98399 1.14796
H9 0.66663 1.53234 2.19418
H10 2.25653 1.40900 1.45534
H11 2.02061 0.60489 3.79458
H12 2.67619 -0.49411 2.77395
O2 -2.53419 -1.63972 -2.73223
H13 -2.85661 -1.90218 -1.85458
H14 -1.61812 -1.95886 -2.78036

Values from the calculation:
structure (SMILES): C[C@H](CO)NCN.O
frontier orbital gap: 9.19 eV
charge: 0
HOMO: -8.5 eV

=====

Model z:
Density functional theory data (the ωB97M-V functional and the def2-TZVPD basis) for a 3-piece molecular cluster, C4H14N2O2 overall.

Cartesian coordinates (Å):
C1 -1.48392 0.29621 -2.19949
C2 -1.54115 -0.50895 -0.89857
C3 -0.91018 0.33936 0.24585
N1 -0.74281 -0.27773 1.50882
C4 0.07378 -1.21213 1.78070
N2 0.85728 -1.92881 0.84781
H1 -1.58317 -0.52769 -2.95285
H2 -2.41618 0.87845 -2.31245
H3 -0.56493 0.88203 -2.29021
H4 -2.56156 -0.83065 -0.56083
H5 -0.90306 -1.37978 -1.07516
H6 -1.58417 1.27564 0.25717
H7 0.03717 0.90229 -0.02676
H8 -0.03095 -1.50728 2.86409
H9 0.48348 -1.83796 -0.07885
H10 1.73917 -2.29316 1.13489
O1 0.51505 3.17464 0.81119
H11 0.29134 2.35504 1.25407
H12 0.00955 3.21202 -0.00560
O2 2.55636 -0.32589 -1.25339
H13 1.93904 -0.58180 -0.55201
H14 2.68148 -1.10695 -1.79789

Values from the calculation:
structure (SMILES): CCC/N=C\N.O.O
frontier orbital gap: 9.91 eV
charge: 0
HOMO: -9.3 eV

=====

Most stable to least stable, the ends of the list are model x and model w.

=====

Model w:
Density functional theory data (the ωB97M-V functional and the def2-TZVPD basis) for a 2-piece molecular cluster, C4H14N2O2 overall.

Cartesian coordinates (Å):
C1 -0.21206 -2.49322 -0.76889
N1 0.21988 -1.37671 0.08434
C2 -0.83781 -0.46230 0.49565
C3 -0.48272 1.01996 0.36957
N2 -1.61994 1.81840 0.73059
C4 0.08912 1.33069 -1.02690
O1 0.89798 2.49031 -0.95782
H1 0.13748 -2.34915 -1.78715
H2 -1.30136 -2.62517 -0.75161
H3 0.17584 -3.43967 -0.37168
H4 0.70928 -1.73267 0.89010
H5 -1.79805 -0.69799 0.05164
H6 -1.02197 -0.62097 1.56237
H7 0.35721 1.19644 1.04564
H8 -2.41956 1.61680 0.14134
H9 -1.43223 2.80953 0.68291
H10 0.64441 0.46529 -1.37077
H11 -0.76185 1.46514 -1.71743
H12 0.70980 3.12060 -1.65526
O2 2.41205 -0.58062 1.74558
H13 2.16506 -0.43560 0.81760
H14 3.36942 -0.51908 1.79021

Values from the calculation:
structure (SMILES): CNC[C@H](N)CO.O
frontier orbital gap: 9.54 eV
charge: 0
HOMO: -8.6 eV

=====

Model x:
Density functional theory data (the ωB97M-V functional and the def2-TZVPD basis) for a 3-piece molecular cluster, C4H14N2O2 overall.

Cartesian coordinates (Å):
C1 -1.40244 -1.65857 -0.50696
N1 -0.61384 -0.63267 -0.08816
C2 0.26493 -0.88458 1.02085
C3 1.35598 -1.68636 0.48049
C4 2.63683 -0.90663 0.53769
N2 2.61960 0.22623 -0.44926
H1 -1.87538 -1.39556 -1.42522
H2 -1.36868 -2.68487 -0.18727
H3 0.52165 0.22690 1.29049
H4 -0.25485 -1.51412 1.80442
H5 1.29717 -2.01059 -0.59526
H6 1.25350 -2.63346 0.98755
H7 3.47897 -1.58240 0.40413
H8 2.83375 -0.48752 1.55414
H9 1.57076 0.44290 -0.64212
H10 3.25271 0.12114 -1.24175
O1 -2.32973 0.15326 -4.19201
H11 -2.49357 0.31135 -3.26195
H12 -1.48280 0.82307 -4.24319
O2 -3.28649 4.86665 2.78047
H13 -2.59003 5.54906 2.41866
H14 -3.38804 5.35677 3.55425

Values from the calculation:
structure (SMILES): C=NCCCN.O.O
frontier orbital gap: 9.69 eV
charge: 0
HOMO: -9.0 eV

=====

Model y:
Density functional theory data (the ωB97M-V functional and the def2-TZVPD basis) for C4H14N2O2 as an isolated structure.

Cartesian coordinates (Å):
C1 -1.87181 -0.24446 0.45943
N1 -2.32718 0.12480 -0.92019
C2 -0.41893 -0.16318 0.49869
C3 0.15046 -0.59682 1.82901
N2 0.07507 -1.15886 -0.42152
C4 1.29870 -0.84296 -1.07479
O1 2.46894 -0.73366 -0.19072
H1 -2.10830 -1.30373 0.69642
H2 -2.35041 0.44265 1.17874
H3 -3.28302 -0.16213 -0.89470
H4 -0.88085 2.05705 -2.20978
H5 -0.16589 0.87574 0.21273
H6 1.23832 -0.73848 1.80669
H7 -0.09325 0.19090 2.57818
H8 -0.33747 -1.50943 2.20871
H9 -0.58700 -1.35161 -1.18304
H10 1.15011 0.15035 -1.53386
H11 1.52694 -1.61323 -1.85289
H12 -0.14283 2.20331 -1.95436
H13 2.28857 0.41946 0.06384
H14 2.53321 2.28693 0.44028
O2 1.83663 1.66737 0.26311

Values from the calculation:
frontier orbital gap: 3.75 eV
charge: 0
HOMO: -8.4 eV

=====

Most stable to least stable, the ends of the list are model w and model y.

=====

Model w:
Density functional theory data (the ωB97M-V functional and the def2-TZVPD basis) for one molecule with the formula C3H8N2O.

Cartesian coordinates (Å):
C1 0.72788 1.21617 -1.64940
N1 0.33815 0.88175 -0.29601
C2 0.70106 -0.34424 0.21176
O1 1.59254 -1.00118 -0.27044
C3 -0.14281 -0.79925 1.40386
N2 -1.55236 -0.83679 0.94454
H1 0.42658 2.24648 -1.88172
H2 1.79810 1.30555 -1.79658
H3 0.17067 0.61275 -2.36554
H4 -0.58032 1.22837 -0.03193
H5 -0.09759 -0.10549 2.24291
H6 0.30305 -1.73664 1.74201
H7 -1.62946 -1.35519 0.06856
H8 -2.05549 -1.31229 1.67798

Values from the calculation:
structure (SMILES): CNC(=O)CN
frontier orbital gap: 10.51 eV
charge: 0
HOMO: -9.6 eV

=====

Model x:
Density functional theory data (the ωB97M-V functional and the def2-TZVPD basis) for one molecule with the formula C3H8N2O.

Cartesian coordinates (Å):
C1 -1.25098 -0.70321 -1.75852
N1 -0.96100 -0.03081 -0.50766
C2 0.30289 0.38505 -0.19908
O1 1.13893 0.63133 -1.04672
C3 0.60445 0.54088 1.29597
N2 0.40953 -0.64446 2.12823
H1 -0.56438 -0.31205 -2.50596
H2 -1.03407 -1.78362 -1.69766
H3 -2.29662 -0.59694 -2.05711
H4 -1.53092 -0.28903 0.28155
H5 -0.01642 1.35340 1.67384
H6 1.64916 0.81856 1.37068
H7 1.05207 -1.36457 1.80835
H8 -0.51192 -1.05527 2.02648

Values from the calculation:
structure (SMILES): CNC(=O)CN
frontier orbital gap: 10.03 eV
charge: 0
HOMO: -9.3 eV

=====

Model y:
Density functional theory data (the ωB97M-V functional and the def2-TZVPD basis) for one molecule with the formula C3H8N2O.

Cartesian coordinates (Å):
C1 -1.65236 -1.52962 0.39480
N1 -0.65896 -0.50866 0.18003
C2 0.56082 -0.83914 0.14497
O1 1.39492 -1.71543 0.23386
N2 1.34945 0.66785 -0.23697
C3 0.41553 1.80243 -0.34637
H1 -1.23418 -2.53437 0.52693
H2 -2.24392 -1.26568 1.27835
H3 -2.33516 -1.54057 -0.46381
H4 1.84647 0.47888 -1.10641
H5 2.06410 0.80897 0.47576
H6 0.89667 2.66638 -0.80741
H7 -0.44616 1.46977 -0.92545
H8 0.04277 2.03919 0.65172

Values from the calculation:
structure (SMILES): C/N=C(\[O-])[NH2+]C
frontier orbital gap: 9.24 eV
charge: 0
HOMO: -8.6 eV

=====

Most stable to least stable, the ends of the list are model x and model y.

=====

Model w:
Density functional theory data (the ωB97M-V functional and the def2-TZVPD basis) for one molecule with the formula C3H8N2O.

Cartesian coordinates (Å):
C1 -1.38157 -1.08573 0.37540
N1 -0.30363 -0.17706 0.01718
C2 -0.48887 1.32953 -0.22204
C3 0.95601 -0.68102 -0.07871
N2 1.87253 0.31278 -0.37779
O1 1.27799 -1.85656 0.00551
H1 -0.97539 -2.09739 0.47951
H2 -1.84907 -0.79397 1.32255
H3 -2.15500 -1.09939 -0.40016
H4 0.18072 1.82797 -0.94237
H5 -1.49748 1.39426 -0.61989
H6 -0.43975 1.87091 0.73156
H7 2.79899 -0.06818 -0.51218
H8 2.00451 1.12385 0.22143

Values from the calculation:
structure (SMILES): CN(C)C(N)=O
frontier orbital gap: 10.00 eV
charge: 0
HOMO: -9.2 eV

=====

Model x:
Density functional theory data (the ωB97M-V functional and the def2-TZVPD basis) for a 2-piece molecular cluster, C3H8N2O overall.

Cartesian coordinates (Å):
C1 2.22322 0.95321 -3.01238
N1 1.94776 2.15272 -3.27050
C2 1.52132 3.06792 -2.22147
H1 2.60288 0.33355 -3.81749
H2 1.96703 0.47362 -2.06396
H3 0.93598 2.74949 -1.35818
H4 1.08295 3.92820 -2.71019
H5 2.49124 3.41285 -1.83924
N2 -2.42758 -2.14696 3.10972
C3 -2.67568 -3.41482 3.61957
O1 -2.34791 -3.71552 4.74196
H6 -2.28634 -2.00588 2.11636
H7 -1.75460 -1.71459 3.72983
H8 -3.28026 -4.07381 2.97596

Values from the calculation:
structure (SMILES): C=NC.NC=O
frontier orbital gap: 10.61 eV
charge: 0
HOMO: -9.8 eV

=====

Model y:
Density functional theory data (the ωB97M-V functional and the def2-TZVPD basis) for a 2-piece molecular cluster, C3H8N2O overall.

Cartesian coordinates (Å):
H1 -1.13484 2.04841 1.59463
N1 -1.21572 1.31027 0.88081
N2 -0.83106 1.76006 -0.21577
C1 -0.90588 0.85849 -1.32275
O1 -1.29564 -0.44744 -1.06779
H2 -1.65186 1.28932 -1.99847
H3 0.07241 0.92988 -1.83452
H4 -0.73138 -0.81493 -0.37011
C2 1.42200 -0.57105 0.99713
C3 1.13650 -1.73585 0.44418
H5 0.98669 -0.26263 1.92641
H6 2.10440 0.12960 0.53873
H7 1.57735 -2.05393 -0.48757
H8 0.46703 -2.44019 0.91509

Values from the calculation:
structure (SMILES): [H]/N=N/CO.C=C
frontier orbital gap: 10.28 eV
charge: 0
HOMO: -9.3 eV

=====

Model z:
Density functional theory data (the ωB97M-V functional and the def2-TZVPD basis) for one molecule with the formula C3H8N2O.

Cartesian coordinates (Å):
N1 1.30391 1.34712 0.56911
C1 1.47100 -0.12131 0.83460
C2 0.47309 -1.04066 0.08374
C3 -0.72729 -0.31387 -0.48107
N2 -1.70308 -0.06781 0.45556
O1 -0.81267 0.01886 -1.63878
H1 1.43270 1.46258 -0.43372
H2 0.34847 1.58963 0.80542
H3 2.48711 -0.31660 0.50350
H4 1.33250 -0.22094 1.90281
H5 0.13119 -1.79916 0.79570
H6 0.98279 -1.60245 -0.69637
H7 -2.52588 0.44911 0.17152
H8 -1.79845 -0.73701 1.20603

Values from the calculation:
structure (SMILES): NCCC(N)=O
frontier orbital gap: 10.32 eV
charge: 0
HOMO: -9.5 eV

=====

Most stable to least stable, the ends of the list are model z and model y.

=====

Model w:
Density functional theory data (the ωB97M-V functional and the def2-TZVPD basis) for a 2-piece molecular cluster, C3H8N2O overall.

Cartesian coordinates (Å):
H1 -0.41135 -0.85677 2.32374
N1 0.27014 -0.65739 1.59380
C1 1.24548 0.01136 2.05991
N2 2.26209 0.43623 1.25988
H2 1.38895 0.29933 3.10323
H3 2.25512 0.21608 0.27767
H4 3.02822 0.96053 1.64406
C2 -1.56815 -0.99672 -2.14166
C3 -1.40897 0.09587 -1.41856
O1 -0.97856 1.26384 -2.02992
H5 -1.85584 -1.91421 -1.63613
H6 -1.45213 -1.03055 -3.21884
H7 -1.55318 0.15655 -0.34645
H8 -1.22182 2.01586 -1.47073

Values from the calculation:
structure (SMILES): [H]/N=C/N.C=CO
frontier orbital gap: 9.57 eV
charge: 0
HOMO: -8.7 eV

=====

Model x:
Density functional theory data (the ωB97M-V functional and the def2-TZVPD basis) for one molecule with the formula C3H8N2O.

Cartesian coordinates (Å):
C1 1.19354 -1.83299 -0.49189
N1 0.52070 -0.92800 0.42465
C2 -0.37385 -0.01815 -0.22802
C3 -0.93858 1.00232 0.74868
N2 -1.20131 2.23589 0.21201
O1 -1.19220 0.74085 1.90174
H1 0.45456 -2.41240 -1.04058
H2 1.84346 -1.32942 -1.22310
H3 1.81505 -2.51550 0.08251
H4 1.17701 -0.43522 1.01372
H5 0.07818 0.53393 -1.07550
H6 -1.21896 -0.57151 -0.64512
H7 -0.68867 2.59821 -0.57409
H8 -1.46891 2.93199 0.89499

Values from the calculation:
structure (SMILES): CNCC(N)=O
frontier orbital gap: 9.82 eV
charge: 0
HOMO: -8.9 eV

=====

Most stable to least stable, the ends of the list are model x and model w.